{
  "formula": "C12H21F9GeIrO2Se2",
  "method": "ωB97M-V/def2-TZVPD",
  "charge": 0,
  "homo_lumo_gap_ev": [8.115, 8.004],
  "spin_multiplicity": 2,
  "relative_energy_kcal_mol": 0.00,
  "s2": 0.767,
  "species": ["Ir", "C", "Se", "C", "C", "Se", "C", "H", "H", "H", "H", "H", "H", "H", "H", "H", "H", "O", "F", "C", "F", "F", "C", "O", "C", "F", "F", "F", "C", "F", "F", "F", "C", "Ge", "C", "C", "C", "H", "H", "H", "H", "H", "H", "H", "H", "H", "H", "H"],
  "xyz": [[0.593, -0.021, 0.479], [-2.677, -1.722, -0.415], [-1.182, -0.963, -1.376], [-0.224, -2.623, -1.736], [0.116, -3.398, -0.495], [1.141, -2.282, 0.770], [0.211, -2.924, 2.344], [-3.163, -2.456, -1.061], [-3.362, -0.895, -0.233], [-2.399, -2.179, 0.534], [0.672, -2.261, -2.243], [-0.817, -3.236, -2.419], [0.727, -4.277, -0.711], [-0.770, -3.716, 0.058], [0.427, -3.987, 2.464], [-0.856, -2.745, 2.241], [0.601, -2.367, 3.195], [1.558, 1.170, 1.267], [2.649, 2.429, -0.838], [3.445, 1.489, -1.363], [4.183, 0.973, -0.379], [4.279, 2.114, -2.213], [2.605, 0.372, -2.070], [1.924, -0.425, -1.214], [1.650, 1.047, -3.102], [0.971, 0.121, -3.805], [2.268, 1.839, -3.981], [0.726, 1.791, -2.471], [3.595, -0.583, -2.825], [2.929, -1.599, -3.401], [4.466, -1.129, -1.974], [4.299, 0.015, -3.794], [-3.274, 1.884, 3.134], [-1.760, 1.923, 1.878], [-2.455, 2.270, 0.072], [-0.530, 3.344, 2.399], [-0.916, 0.143, 1.891], [-3.796, 2.845, 3.141], [-2.923, 1.682, 4.150], [-3.993, 1.107, 2.859], [-2.971, 3.232, 0.032], [-3.171, 1.498, -0.226], [-1.643, 2.290, -0.659], [-1.054, 4.304, 2.406], [0.313, 3.399, 1.707], [-0.133, 3.159, 3.400], [-1.718, -0.576, 1.680], [-0.562, -0.075, 2.904]]
}


{
  "formula": "C12H21N2",
  "method": "ωB97M-V/def2-TZVPD",
  "charge": 1,
  "homo_lumo_gap_ev": [7.182, 6.890],
  "spin_multiplicity": 1,
  "relative_energy_kcal_mol": 112.77,
  "species": ["C", "C", "C", "C", "C", "C", "C", "C", "C", "C", "C", "C", "N", "N", "H", "H", "H", "H", "H", "H", "H", "H", "H", "H", "H", "H", "H", "H", "H", "H", "H", "H", "H", "H", "H"],
  "xyz": [[2.034, 0.341, -1.244], [0.070, -1.043, 0.451], [-0.195, 0.950, -0.608], [1.173, -1.673, -0.090], [1.470, -2.962, 0.286], [-1.493, -0.544, 2.328], [-2.266, -1.741, 0.234], [-0.469, 2.902, 0.909], [-1.458, 2.893, -1.421], [3.234, -1.690, -1.391], [-1.091, -1.502, 1.200], [-1.103, 2.038, -0.193], [2.077, -0.951, -0.931], [1.037, 1.205, -1.038], [2.915, 0.748, -1.718], [2.426, -3.427, 0.159], [0.740, -3.535, 0.823], [-0.623, -0.253, 2.912], [-2.198, -1.040, 2.989], [-1.963, 0.349, 1.934], [-2.543, -0.818, -0.265], [-3.118, -2.109, 0.799], [-2.000, -2.478, -0.519], [0.437, 3.393, 0.558], [-0.222, 2.296, 1.777], [-1.172, 3.672, 1.212], [-0.588, 3.405, -1.827], [-2.184, 3.646, -1.127], [-1.900, 2.280, -2.203], [3.797, -1.106, -2.115], [3.894, -1.943, -0.559], [2.904, -2.613, -1.870], [-0.840, -2.466, 1.659], [-2.032, 1.605, 0.187], [1.250, 2.173, -1.296]]
}


{
  "formula": "C12H21N3",
  "method": "ωB97M-V/def2-TZVPD",
  "charge": 0,
  "smiles": "CCCC#N.CCCC#N.CCCC#N",
  "homo_lumo_gap_ev": 11.368,
  "spin_multiplicity": 1,
  "relative_energy_kcal_mol": 52.56,
  "species": ["C", "C", "C", "C", "N", "H", "H", "H", "H", "H", "H", "H", "C", "C", "C", "C", "N", "H", "H", "H", "H", "H", "H", "H", "C", "C", "C", "C", "N", "H", "H", "H", "H", "H", "H", "H"],
  "xyz": [[35.934, 32.848, -0.267], [37.054, 33.604, -1.071], [36.802, 35.094, -1.337], [36.094, 35.709, -0.142], [35.547, 36.159, 0.782], [36.153, 31.783, -0.345], [34.966, 32.962, -0.755], [36.028, 33.071, 0.796], [37.007, 33.132, -2.053], [37.987, 33.516, -0.515], [36.027, 35.185, -2.098], [37.643, 35.733, -1.608], [35.933, 33.222, -4.566], [34.631, 32.450, -4.336], [33.603, 32.440, -5.422], [32.834, 33.651, -5.625], [32.252, 34.624, -5.770], [36.507, 32.646, -5.292], [36.522, 33.261, -3.650], [35.873, 34.226, -4.986], [34.272, 32.857, -3.391], [34.875, 31.421, -4.069], [32.948, 31.580, -5.284], [34.049, 32.235, -6.395], [38.994, 32.415, -2.484], [39.482, 31.745, -3.777], [38.794, 31.943, -5.201], [38.601, 33.351, -5.325], [38.512, 34.455, -5.447], [39.157, 33.491, -2.442], [39.604, 31.982, -1.691], [37.957, 32.145, -2.283], [39.455, 30.666, -3.623], [40.522, 32.064, -3.844], [37.871, 31.365, -5.263], [39.499, 31.587, -5.952]]
}


{
  "formula": "C12H21N3",
  "method": "ωB97M-V/def2-TZVPD",
  "charge": 0,
  "smiles": "CCCC#N.CCCC#N.CCCC#N",
  "homo_lumo_gap_ev": 11.800,
  "spin_multiplicity": 1,
  "relative_energy_kcal_mol": 26.53,
  "species": ["C", "C", "C", "C", "N", "H", "H", "H", "H", "H", "H", "H", "C", "C", "C", "C", "N", "H", "H", "H", "H", "H", "H", "H", "C", "C", "C", "C", "N", "H", "H", "H", "H", "H", "H", "H"],
  "xyz": [[2.385, -0.274, 6.073], [1.714, 0.206, 4.814], [0.911, -0.823, 4.076], [1.590, -2.099, 3.555], [2.149, -3.048, 3.224], [1.709, -0.705, 6.812], [2.968, 0.401, 6.699], [3.103, -1.053, 5.816], [2.433, 0.574, 4.082], [1.151, 1.088, 5.119], [0.420, -0.360, 3.220], [0.095, -1.239, 4.665], [-2.270, 0.096, -3.555], [-3.553, 0.455, -2.931], [-4.359, 1.488, -3.782], [-3.848, 2.802, -3.487], [-3.537, 3.902, -3.268], [-2.378, -0.350, -4.543], [-1.697, -0.619, -2.964], [-1.546, 0.911, -3.591], [-3.589, 0.622, -1.855], [-4.124, -0.474, -2.959], [-5.389, 1.574, -3.436], [-4.388, 1.334, -4.861], [1.331, -0.708, 0.142], [1.094, -0.192, -1.295], [2.417, -0.317, -2.142], [2.125, 0.024, -3.559], [2.019, 0.224, -4.675], [1.535, -1.779, 0.163], [0.342, -0.526, 0.564], [2.124, -0.222, 0.711], [0.807, 0.854, -1.186], [0.275, -0.735, -1.766], [2.808, -1.331, -2.222], [3.173, 0.301, -1.658]]
}


{
  "formula": "C12H21N3O2S",
  "method": "ωB97M-V/def2-TZVPD",
  "charge": 0,
  "smiles": "C=CCn1c(CC[C@H](O)COCCC)n[nH]c1=S",
  "homo_lumo_gap_ev": 8.630,
  "spin_multiplicity": 1,
  "relative_energy_kcal_mol": 22.51,
  "species": ["C", "C", "C", "N", "C", "C", "C", "C", "O", "C", "O", "C", "C", "C", "N", "N", "C", "S", "H", "H", "H", "H", "H", "H", "H", "H", "H", "H", "H", "H", "H", "H", "H", "H", "H", "H", "H", "H", "H"],
  "xyz": [[3.102, 2.212, -1.106], [3.809, 2.347, 0.000], [4.262, 1.232, 0.900], [3.814, -0.069, 0.492], [2.557, -0.608, 0.579], [1.412, 0.100, 1.204], [0.077, -0.547, 0.842], [-0.272, -0.301, -0.634], [-0.280, 1.072, -0.939], [-1.634, -0.919, -0.969], [-2.609, -0.232, -0.215], [-3.923, -0.685, -0.453], [-4.884, 0.126, 0.408], [-6.326, -0.318, 0.207], [2.527, -1.800, 0.072], [3.789, -2.045, -0.364], [4.619, -0.999, -0.125], [6.218, -0.874, -0.461], [2.826, 3.063, -1.702], [2.761, 1.257, -1.468], [4.137, 3.322, 0.334], [5.359, 1.194, 0.895], [3.929, 1.425, 1.927], [1.413, 1.139, 0.864], [1.548, 0.094, 2.289], [0.129, -1.620, 1.019], [-0.715, -0.119, 1.458], [0.495, -0.753, -1.270], [-1.089, 1.434, -0.554], [-1.638, -1.991, -0.727], [-1.841, -0.804, -2.044], [-3.999, -1.755, -0.206], [-4.172, -0.567, -1.520], [-4.596, 0.008, 1.453], [-4.777, 1.181, 0.149], [-6.445, -1.365, 0.475], [-6.993, 0.274, 0.828], [-6.623, -0.194, -0.832], [4.031, -2.916, -0.804]]
}


{
  "formula": "C12H21N3O3PS",
  "method": "ωB97M-V/def2-TZVPD",
  "charge": 1,
  "homo_lumo_gap_ev": 8.210,
  "spin_multiplicity": 1,
  "species": ["C", "C", "C", "C", "N", "C", "C", "N", "C", "S", "P", "O", "O", "O", "C", "H", "H", "H", "H", "H", "H", "H", "H", "H", "H", "H", "H", "H", "H", "C", "C", "C", "C", "N", "H", "H", "H", "H", "H", "H", "H"],
  "xyz": [[-3.073, -3.076, -0.746], [-2.725, -2.874, -2.253], [-1.361, -2.077, -2.518], [-0.719, -1.713, -1.196], [-0.978, -0.768, -0.360], [-0.334, -1.130, 0.925], [0.932, -1.958, 0.635], [1.287, -3.069, 1.534], [2.050, -3.861, 1.054], [2.611, -5.058, 0.196], [2.412, -0.799, 0.758], [3.232, -1.143, 1.912], [3.386, -0.792, -0.562], [1.906, 0.749, 0.982], [0.508, -2.546, -0.765], [-2.295, -3.637, -0.191], [-4.001, -3.670, -0.667], [-3.247, -2.101, -0.256], [-3.583, -2.373, -2.735], [-2.622, -3.876, -2.707], [-1.494, -1.250, -3.231], [-0.693, -2.814, -2.999], [-1.630, -0.007, -0.535], [-0.286, -0.268, 1.614], [-1.016, -1.802, 1.503], [2.840, -0.907, -1.361], [2.592, 1.369, 0.682], [0.066, -3.566, -0.750], [1.283, -2.623, -1.555], [0.850, 5.931, 0.423], [0.878, 5.120, 1.714], [0.348, 3.694, 1.533], [-1.056, 3.717, 1.077], [-2.142, 3.729, 0.726], [-0.169, 6.060, 0.052], [1.261, 6.927, 0.592], [1.441, 5.448, -0.358], [0.289, 5.638, 2.473], [1.905, 5.072, 2.083], [0.402, 3.151, 2.478], [0.945, 3.153, 0.798]]
}